No. 1
Entry from the Open Molecules 2025 dataset: a structure of composition C40H21Cl5F9N3PRh (the ωB97M-V functional and the def2-TZVPD basis).

The energy above the lowest of the compared OMol25 structures with the same formula, charge and spin is 0.666 eV. Its largest force on an atom is 3.447 eV Å⁻¹. The gap between HOMO and LUMO (spin up / spin down) is 6.11 / 5.07 eV.

```
! wB97M-V def2-TZVPD RIJCOSX def2/J DEFGRID3
* xyz 2 5
Rh 12.78252 -2.85216 19.57816
Cl 11.22572 -4.07453 22.91694
C 11.03709 -2.52974 22.27030
C 11.21787 -2.20423 20.91945
C 10.21557 -1.33365 20.47777
Cl 9.36226 -1.51732 19.01524
C 9.87049 -0.23796 21.34253
Cl 9.17166 1.18842 20.62433
C 10.04288 -0.36045 22.71391
Cl 9.54670 0.83432 23.78197
C 10.67665 -1.53436 23.17921
Cl 10.96269 -1.83201 24.84656
N 16.52993 -7.84656 23.51836
C 15.81620 -7.08398 23.03556
C 14.95653 -6.14615 22.38134
C 13.90198 -6.54788 21.57020
C 13.18341 -5.57227 20.87794
N 13.54510 -4.25484 20.93467
C 14.48982 -3.85897 21.80964
C 15.25692 -4.77593 22.49789
H 13.62694 -7.60377 21.47986
H 12.30849 -5.82497 20.31273
H 14.60743 -2.81075 21.99909
H 16.06991 -4.41993 23.12648
F 12.40214 -10.12705 16.18011
C 11.62845 -9.02284 15.87540
F 11.47446 -8.92221 14.48471
F 10.37379 -9.25163 16.39120
C 12.21327 -7.73371 16.44520
C 11.43194 -6.76568 17.07573
C 12.03659 -5.62501 17.53973
C 13.42822 -5.45690 17.44146
C 14.18644 -6.41720 16.78672
C 13.57067 -7.51989 16.24724
P 14.21812 -3.94636 18.04331
C 14.39097 -3.07767 16.50543
C 15.53024 -3.25652 15.76559
C 15.68214 -2.65884 14.50714
C 14.68384 -1.83101 13.96210
C 13.46045 -1.80644 14.61785
C 13.21831 -2.39656 15.92169
C 14.92307 -0.97807 12.74095
F 16.05728 -1.25080 12.07120
F 13.85844 -1.15070 11.85791
F 14.90966 0.36818 13.02831
C 15.85118 -4.25009 18.69775
C 16.28011 -5.48785 19.09079
C 17.55965 -5.63987 19.62967
C 18.34632 -4.51319 19.80891
C 17.98715 -3.27329 19.25957
C 16.71124 -3.16703 18.77412
C 19.63025 -4.63425 20.63299
F 20.24151 -3.42430 20.78593
F 20.53511 -5.48861 20.01447
F 19.38444 -5.12736 21.90292
H 10.39525 -6.89519 17.24731
H 11.44621 -4.82757 17.97893
H 15.25873 -6.25557 16.66831
H 14.15278 -8.27893 15.72782
H 16.35447 -3.83652 16.18726
H 16.62537 -2.74383 13.99758
H 12.68571 -1.16323 14.15507
H 12.34896 -3.11321 15.79742
H 15.61790 -6.35808 19.03044
H 17.91019 -6.63240 19.94723
H 18.65396 -2.42910 19.21172
H 16.44362 -2.18603 18.35881
N 12.51592 -1.61149 18.20940
C 12.50361 -1.37597 16.99254
C 11.78285 -0.21190 16.35724
C 10.50609 -0.38760 15.85366
C 9.86596 0.72014 15.26264
C 10.54597 1.91926 15.08199
C 11.87413 2.06819 15.50993
C 12.45826 0.99115 16.16052
H 9.98871 -1.37001 15.88918
H 8.86654 0.60867 14.93783
H 10.05609 2.69974 14.52140
H 12.36826 3.02561 15.43961
H 13.52737 1.05469 16.52150
*
```

Results of the Mulliken charge analysis, in e, for atoms 1 through 8: atom 1 (Rh): -0.368, atom 2 (Cl): -0.128, atom 3 (C): 0.186, atom 4 (C): -0.021, atom 5 (C): 0.465, atom 6 (Cl): -0.012, atom 7 (C): 0.107, atom 8 (Cl): -0.098

---

No. 2
Entry from the Open Molecules 2025 dataset: a structure of composition C40H26F6N7O4PS4Ti (the ωB97M-V functional and the def2-TZVPD basis).

Its largest force on an atom is 2.292 eV Å⁻¹. The gap between HOMO and LUMO is 5.83 eV.

```
! wB97M-V def2-TZVPD RIJCOSX def2/J DEFGRID3
* xyz 0 1
Ti -0.49473 -0.23509 -0.31620
F -3.14839 3.37730 -1.09285
C -3.88085 2.46577 -0.45187
F -5.11783 2.49094 -0.91482
F -3.89405 2.74731 0.83898
S -3.12660 0.76829 -0.68846
O -1.77109 1.02450 -1.22540
O -3.09514 0.16043 0.60674
N -4.10188 0.15333 -1.73976
S -3.55114 -1.28269 -2.17814
O -4.52082 -2.30735 -2.29503
O -2.35563 -1.54657 -1.38866
C -2.96742 -0.89584 -3.90756
F -3.99577 -0.45153 -4.62377
F -2.45200 -1.96028 -4.49097
F -2.05365 0.07309 -3.84652
S 0.22991 -1.19403 -2.37138
C 1.41124 -2.40338 -1.91786
C 1.70212 -3.35252 -2.93695
N 1.89984 -4.09508 -3.79397
C 2.02870 -2.42903 -0.71208
S 1.74084 -1.22037 0.50175
C 2.98873 -3.43374 -0.40629
N 3.75996 -4.25019 -0.15699
N 2.51733 1.74106 1.83292
C 2.53419 2.90367 1.09826
C 2.92622 4.08404 1.74430
C 3.02594 5.27869 1.06540
C 2.74174 5.32799 -0.29091
C 2.31648 4.18191 -0.93558
C 2.18207 2.95886 -0.27155
P 1.55075 1.50645 -1.24037
C 1.04632 2.33916 -2.80460
C -0.21482 2.93226 -2.86282
C -0.65108 3.57550 -4.00972
C 0.16776 3.63390 -5.12691
C 1.43354 3.07159 -5.07286
C 1.87514 2.43589 -3.92173
C 3.15203 0.71981 -1.69904
C 4.27236 0.89130 -0.88669
C 5.45299 0.21869 -1.15785
C 5.53746 -0.63423 -2.24743
C 4.44227 -0.78444 -3.08349
C 3.25903 -0.11473 -2.81388
H 2.65119 0.87312 1.34015
H 2.99393 1.78026 2.71759
H 3.16539 4.02922 2.80068
H 3.34927 6.16810 1.59072
H 2.84103 6.25260 -0.84329
H 2.07713 4.23911 -1.98760
H -0.87218 2.89468 -2.01020
H -1.63428 4.02861 -4.02493
H -0.17905 4.11788 -6.03044
H 2.08772 3.12880 -5.93346
H 2.87378 2.02523 -3.89790
H 4.22994 1.55771 -0.03654
H 6.30629 0.35438 -0.50602
H 6.45195 -1.17798 -2.44448
H 4.50023 -1.44138 -3.94235
H 2.41474 -0.24262 -3.47497
N -2.29489 -0.69982 9.77474
C -2.10524 -0.65964 8.64206
C -1.85188 -0.59928 7.23453
C -0.74300 0.10144 6.76124
C -0.49366 0.15662 5.40397
C -1.33442 -0.49260 4.49843
C -2.44442 -1.18689 4.98108
C -2.70198 -1.24416 6.33778
C -1.05529 -0.42309 3.04613
C -0.90634 0.85386 2.48323
C -1.25164 2.07240 3.10622
C -1.09212 3.07013 2.16418
C -0.65558 2.44293 1.00021
N -0.52678 1.11424 1.16841
C -1.01360 -1.61257 2.32608
C -1.11272 -2.93535 2.83033
C -1.10263 -3.78606 1.74826
C -0.97248 -2.98029 0.60904
N -0.90602 -1.68764 0.93855
H -0.08998 0.59888 7.46522
H 0.37405 0.68469 5.03201
H -3.11528 -1.66216 4.27867
H -3.56172 -1.78043 6.71560
H -1.62110 2.18352 4.11157
H -1.27148 4.12521 2.28951
H -0.41574 2.93398 0.07341
H -1.16305 -3.21022 3.86994
H -1.16463 -4.86125 1.74818
H -0.90773 -3.31374 -0.41448
*
```

Results of the Mulliken charge analysis, in e, for atoms 1 through 8: atom 1 (Ti): 0.974, atom 2 (F): -0.170, atom 3 (C): 0.501, atom 4 (F): -0.197, atom 5 (F): -0.192, atom 6 (S): 1.340, atom 7 (O): 0.043, atom 8 (O): -0.581

---

No. 3
Entry from the Open Molecules 2025 dataset: a structure of composition C40H27F5IrN3O4PS7 (the ωB97M-V functional and the def2-TZVPD basis).

The energy above the lowest of the compared OMol25 structures with the same formula, charge and spin is 2.767 eV. Its largest force on an atom is 1.992 eV Å⁻¹. The gap between HOMO and LUMO (spin up / spin down) is 5.54 / 5.31 eV.

```
! wB97M-V def2-TZVPD RIJCOSX def2/J DEFGRID3
* xyz 0 2
Ir 0.11070 -1.25037 -0.15787
S 3.26950 0.69717 2.00731
P 3.59058 -0.87431 0.85047
S 2.12755 -2.33772 0.79933
C 4.19212 -0.53325 -0.82828
C 4.84018 0.66812 -1.08662
C 5.39983 0.88691 -2.33686
C 5.31244 -0.08872 -3.32192
C 4.65624 -1.28393 -3.06190
C 4.09162 -1.51122 -1.81322
C 4.98049 -1.76375 1.64800
C 6.03850 -2.31043 0.92899
C 7.07156 -2.95088 1.60287
C 7.04640 -3.04854 2.98456
C 5.98634 -2.50988 3.70421
C 4.95334 -1.86981 3.03902
H 4.89503 1.42161 -0.30972
H 5.91497 1.81702 -2.54007
H 5.75463 0.08354 -4.29506
H 4.58838 -2.04669 -3.82838
H 3.57444 -2.43929 -1.60256
H 6.06364 -2.23518 -0.15038
H 7.90070 -3.36618 1.04418
H 7.85698 -3.54260 3.50593
H 5.97078 -2.57864 4.78447
H 4.12958 -1.43216 3.58585
O -1.47053 0.07868 0.05210
C -1.98529 0.33226 1.30106
C -1.42448 -0.73563 2.19858
C -0.04693 -0.89186 2.40535
C 0.21786 -2.02388 3.24624
C -0.91198 -2.68677 3.57741
S -2.33153 -1.97401 2.90253
C -1.52946 1.71338 1.77302
C -1.54834 2.84748 1.02234
C -1.04192 3.97630 1.72012
C -0.66005 3.67387 2.98903
S -0.90759 2.01866 3.35184
C -3.50290 0.29048 1.28628
C -4.30139 -0.29933 0.35708
C -5.68352 -0.16586 0.66406
C -5.89676 0.51070 1.82208
S -4.42763 1.01908 2.54751
H 0.68531 -0.11457 2.17885
H 1.20479 -2.29777 3.58055
H -1.01142 -3.56380 4.19902
H -1.91513 2.87363 0.00419
H -0.96056 4.96810 1.29839
H -0.24348 4.32682 3.73927
H -3.90459 -0.82021 -0.50289
H -6.47321 -0.56340 0.04264
H -6.83494 0.75600 2.29374
F -0.79171 4.74016 -3.37704
C -0.33729 3.72131 -2.63941
C -0.76531 2.43139 -2.88274
F -1.65828 2.19553 -3.84904
C -0.25464 1.38405 -2.14738
F -0.68326 0.14090 -2.44259
C 0.72765 1.54085 -1.14824
O 1.27263 0.53574 -0.48114
C 1.11224 2.87117 -0.92152
F 2.03728 3.14743 -0.00012
C 0.59447 3.93088 -1.64368
F 1.02680 5.16787 -1.38524
N 1.81987 -8.60269 1.14839
C 0.88704 -7.63400 0.84097
C -0.02779 -7.83456 -0.19802
C -0.92148 -6.83962 -0.54834
C -0.91972 -5.64600 0.15669
C -0.01144 -5.42191 1.18562
C 0.88410 -6.41099 1.52764
S -1.96480 -4.32080 -0.34941
O -2.74004 -3.83343 0.74543
O -2.63411 -4.70117 -1.56150
N -0.83106 -3.17291 -0.71086
C -0.28157 -3.13171 -1.93456
S -0.67269 -4.03106 -3.36812
C 0.52257 -3.10780 -4.22311
C 1.12988 -2.22519 -3.41469
N 0.69753 -2.26094 -2.10888
H 1.63132 -9.53764 0.83285
H 2.27313 -8.53652 2.04238
H -0.01771 -8.77454 -0.73672
H -1.62719 -6.97663 -1.35682
H -0.01837 -4.46817 1.69668
H 1.60591 -6.24161 2.31845
H 0.70345 -3.28241 -5.27032
H 1.91167 -1.53636 -3.69481
*
```

Results of the Mulliken charge analysis, in e, for atoms 1 through 8: atom 1 (Ir): 4.414, atom 2 (S): -0.402, atom 3 (P): 1.235, atom 4 (S): -0.522, atom 5 (C): 0.214, atom 6 (C): -0.432, atom 7 (C): -0.789, atom 8 (C): -0.476

---

No. 4
Entry from the Open Molecules 2025 dataset: a structure of composition C40H27IN4O7P2PdSe2 (the ωB97M-V functional and the def2-TZVPD basis).

The energy above the lowest of the compared OMol25 structures with the same formula, charge and spin is 0.706 eV. Its largest force on an atom is 1.582 eV Å⁻¹. The gap between HOMO and LUMO (spin up / spin down) is 7.17 / 4.35 eV.

```
! wB97M-V def2-TZVPD RIJCOSX def2/J DEFGRID3
* xyz 0 5
Pd 0.88789 -2.24530 -1.07164
O 5.07251 -6.06084 1.55686
C 4.15869 -5.21870 1.02988
C 3.06451 -4.75161 1.75792
C 2.19259 -3.88438 1.13941
N 2.37499 -3.50885 -0.11999
C 3.39486 -3.96820 -0.84058
C 4.32233 -4.82475 -0.29844
C 3.37498 -3.51370 -2.31874
O 4.36783 -3.72568 -3.00086
O 2.26773 -2.96553 -2.65778
C 0.91188 -3.35187 1.81474
O 0.73216 -3.62079 3.00010
O 0.15438 -2.68461 1.02966
H 4.84490 -6.27183 2.46405
H 2.86272 -5.04867 2.78069
H 5.14964 -5.18895 -0.89132
Se -2.39562 3.31383 1.02023
P -0.59948 2.37461 1.75522
C 0.45963 3.66341 2.42648
C 1.66127 4.00396 1.81641
C 2.42395 5.02691 2.35710
C 1.98413 5.70922 3.48507
C 0.77742 5.37203 4.08683
C 0.00779 4.35142 3.55623
C -1.01262 1.21730 3.07642
C -0.07633 0.95214 4.07367
C -0.35541 -0.01815 5.02134
C -1.55414 -0.71630 4.97292
C -2.48327 -0.44802 3.97840
C -2.21799 0.52317 3.02672
C 0.37412 1.41053 0.61623
C 0.38737 0.98117 -0.71001
N 1.23485 -0.06047 -0.72965
N 1.78801 -0.18620 0.48174
N 1.29208 0.69351 1.30288
P -0.36730 1.55834 -2.23046
Se -0.18047 0.16558 -3.87721
C 0.49061 3.10135 -2.66476
C 1.36542 3.10010 -3.74813
C 2.12562 4.22695 -4.02458
C 2.01388 5.35599 -3.22689
C 1.12700 5.36543 -2.15845
C 0.36823 4.24136 -1.87501
C -2.08082 1.90433 -1.77139
C -2.74881 3.03156 -2.24741
C -4.07077 3.24829 -1.88172
C -4.71760 2.33788 -1.05527
C -4.06172 1.19449 -0.61269
C -2.73906 0.96896 -0.96701
H 2.00445 3.46180 0.94374
H 3.36971 5.28872 1.89941
H 2.59218 6.50368 3.89936
H 0.44356 5.90171 4.97060
H -0.93320 4.07489 4.02080
H 0.87156 1.47191 4.08104
H 0.37427 -0.24022 5.78857
H -1.75848 -1.48614 5.70536
H -3.41425 -1.00013 3.93902
H -2.93913 0.73511 2.24526
H 1.45690 2.21636 -4.36548
H 2.80992 4.21891 -4.86343
H 2.61930 6.22867 -3.43643
H 1.02439 6.25204 -1.54334
H -0.32009 4.26184 -1.04457
H -2.23634 3.73002 -2.89892
H -4.60036 4.12271 -2.23827
H -5.74262 2.51632 -0.75182
H -4.58768 0.47911 0.00697
H -2.22371 0.06671 -0.65638
I -3.21992 -8.30195 -1.50306
C -2.52357 -6.38572 -2.00288
C -2.41273 -6.03632 -3.34070
C -1.95900 -4.76981 -3.66879
C -1.62170 -3.86149 -2.67136
C -1.75736 -4.22286 -1.33376
C -2.20196 -5.49248 -0.99501
C -1.14625 -2.48932 -3.08614
O -0.95151 -2.27272 -4.28382
O -0.97497 -1.60535 -2.14654
H -2.67791 -6.74057 -4.11680
H -1.85365 -4.46591 -4.70199
H -1.55165 -3.51693 -0.54119
H -2.31276 -5.77299 0.04329
*
```

Results of the Mulliken charge analysis, in e, for atoms 1 through 8: atom 1 (Pd): 0.444, atom 2 (O): -0.539, atom 3 (C): 1.145, atom 4 (C): -0.527, atom 5 (C): -0.343, atom 6 (N): 0.308, atom 7 (C): 0.105, atom 8 (C): -0.587